Computed, not measured: a structure of composition C23H23N8O5SV, with ωB97M-V/def2-TZVPD.

Cartesian coordinates (Å):
V -0.467 -0.803 -0.384
S 0.497 1.531 1.762
O 0.472 -2.316 0.711
O -1.334 0.005 -1.645
O 0.251 0.606 2.836
O -0.567 2.418 1.357
O -2.740 1.068 0.525
N -1.950 0.014 0.884
N -0.661 -1.915 1.132
N -2.095 -3.750 -2.943
N -1.086 -2.498 -1.456
N 3.045 0.731 -0.238
N 5.470 4.462 2.521
N 1.419 -0.668 -1.232
N 0.703 0.530 0.400
C -1.322 -1.743 2.207
C -3.777 0.955 -4.122
C 4.315 3.788 2.351
C 3.595 -0.729 -2.071
C -3.357 -0.258 2.888
C -1.954 -2.495 -2.489
C 3.316 4.287 1.488
C 2.292 -1.184 -2.092
C 1.829 0.252 -0.339
C -3.605 -1.446 -4.053
C 3.917 0.235 -1.121
C -2.820 1.080 -3.138
C -2.260 -0.079 -2.612
C 4.090 2.571 3.030
C -1.075 -2.392 3.513
C -4.172 -0.306 -4.577
C 2.143 3.602 1.315
C -2.278 -0.629 1.951
C 1.939 2.399 2.000
C -2.627 -1.350 -3.056
C -0.669 -3.816 -1.296
C -1.293 -4.590 -2.208
C 2.919 1.883 2.855
H 1.369 3.997 0.671
H 6.147 4.161 3.199
H -3.777 -1.141 3.366
H -1.959 -2.941 3.841
H -4.931 -0.387 -5.343
H -2.914 0.371 3.669
H -2.136 1.838 0.655
H 1.936 -1.938 -2.782
H -0.859 -1.617 4.252
H -1.239 -5.648 -2.397
H -2.502 2.042 -2.763
H 4.846 2.192 3.706
H 5.601 5.370 2.112
H 4.332 -1.108 -2.762
H 2.742 0.958 3.386
H -4.229 1.843 -4.541
H 4.925 0.626 -1.057
H -2.673 -4.024 -3.721
H -3.935 -2.411 -4.415
H -4.131 0.317 2.389
H -0.231 -3.074 3.448
H 0.040 -4.104 -0.545
H 3.474 5.228 0.978

* charge: +2
* 2S+1: 1
* ΔE to the lowest compared entry with this formula, charge and spin: 4.0 kcal per mole
* calculated total energy: -82890.05832 eV
* gap between HOMO and LUMO (alpha / beta): 4.80 / 4.80 eV

---

Computed, not measured: a structure of composition C23H24BrCrF4N4O6S in a non-equilibrium geometry, with ωB97M-V/def2-TZVPD.

Cartesian coordinates (Å):
Br -10.639 -3.334 -1.161
Cr -15.681 -7.081 4.255
S -14.151 -4.868 6.005
F -16.927 -7.291 0.760
F -16.775 -5.643 -1.421
F -16.854 -1.990 1.541
F -17.885 -3.555 3.605
O -12.883 -4.919 5.338
O -14.783 -4.767 2.512
O -13.886 -6.726 3.290
O -14.495 -7.855 5.906
O -14.174 -5.706 7.259
O -15.385 -5.245 5.178
N -10.002 -5.436 2.318
N -14.994 -9.034 3.673
N -17.511 -6.419 3.426
N -17.339 -8.136 5.602
C -18.722 -6.629 4.220
C -17.154 -3.297 1.330
C -13.409 -8.766 5.514
C -18.582 -7.992 4.841
C -10.874 -4.180 0.510
C -12.406 -5.246 2.100
C -12.156 -4.325 1.042
C -17.066 -5.168 -0.131
C -16.776 -3.776 0.086
C -11.239 -5.744 2.747
C -17.147 -6.022 0.998
C -13.149 -10.561 3.643
C -13.616 -11.179 2.495
C -15.441 -9.633 2.558
C -9.799 -4.662 1.274
C -17.416 -7.507 6.948
C -17.415 -5.558 2.336
C -14.784 -10.703 1.950
C -17.468 -4.139 2.422
C -13.822 -5.572 2.663
C -14.555 -3.150 6.310
C -17.021 -9.581 5.870
C -13.782 -9.434 4.186
H -11.308 -6.465 3.585
H -16.108 -9.723 6.454
H -19.658 -6.495 3.675
H -15.158 -2.837 5.412
H -14.222 -7.120 6.518
H -13.033 -11.996 2.179
H -13.005 -3.770 0.648
H -18.298 -7.825 7.521
H -12.481 -8.202 5.237
H -17.012 -10.180 4.978
H -15.075 -3.045 7.258
H -19.427 -8.252 5.479
H -13.556 -2.647 6.387
H -16.297 -3.210 -0.676
H -15.286 -11.182 1.103
H -8.759 -4.526 1.108
H -16.392 -9.197 2.182
H -12.233 -10.958 4.185
H -18.556 -8.800 4.109
H -13.238 -9.531 6.272
H -16.455 -7.780 7.469
H -17.781 -9.951 6.571
H -18.758 -5.849 5.030
H -17.470 -6.431 6.840

* 2S+1: 4
* ΔE to the lowest compared entry with this formula, charge and spin: 0.0 kcal per mole
* calculated total energy: -162654.37373 eV
* gap between HOMO and LUMO (alpha / beta): 7.27 / 7.50 eV